C33H33IN4OP2SYb | ωB97M-V/def2-TZVPD

ΔE to the lowest compared entry with this formula, charge and spin = 218.9 kJ/mol
Lowest unoccupied orbital energy (alpha / beta) = -2.10 / -5.38 eV
Charge = +1
Spin multiplicity = 2
F_max = 0.0767 hartree/bohr
E_tot = -4108.76632 a.u.

Structure (XYZ):
```
76
Properties=species:S:1:pos:R:3:forces:R:3
Yb -0.002984 -0.643392 0.070336 -0.940 -1.549 -0.690
C -1.581488 1.206761 2.287810 0.295 0.635 0.115
P -0.633449 -0.298353 2.815722 0.077 -0.960 0.316
C -1.837376 -1.566767 3.354776 -0.216 0.162 0.088
C -2.794183 -1.327573 4.342443 -0.059 0.040 -0.035
C -3.660930 -2.333790 4.739375 -0.034 0.038 0.033
C -3.576022 -3.597214 4.164760 0.018 -0.012 -0.003
C -2.627158 -3.852113 3.185805 0.048 0.124 0.039
C -1.760358 -2.839587 2.783690 0.036 -0.010 0.029
C 0.184343 0.184484 4.357219 -0.070 0.165 -0.015
C 1.376172 -0.460754 4.677391 0.028 -0.008 0.008
C 2.012039 -0.206807 5.884582 -0.046 0.021 -0.030
C 1.459150 0.699399 6.777717 -0.028 0.012 0.001
C 0.275488 1.354132 6.458146 0.015 0.064 0.033
C -0.360606 1.100626 5.252159 0.121 0.091 0.133
C -0.538326 2.038193 1.598965 -0.516 -2.349 -1.740
C 0.122698 3.164136 2.010451 2.666 2.644 -0.414
C 1.182163 3.379068 1.073246 -1.230 1.921 3.217
C 1.106478 2.368723 0.153267 -1.194 -2.608 -1.383
C 2.042224 1.968172 -0.947714 0.203 0.466 0.424
P 2.548683 0.241142 -0.528398 0.334 -0.674 0.107
C 3.714418 -0.351648 -1.783808 -0.001 0.146 -0.185
C 5.005397 0.151393 -1.919136 0.071 0.052 -0.163
C 5.848784 -0.359043 -2.895944 0.058 0.046 0.051
C 5.415276 -1.377112 -3.737851 -0.005 0.025 0.013
C 4.138107 -1.901459 -3.596085 0.024 0.039 0.043
C 3.293757 -1.394531 -2.615378 -0.083 -0.068 0.140
C 3.544629 0.395114 0.982036 0.165 0.146 -0.045
C 3.660714 -0.751976 1.770402 0.091 0.010 -0.027
C 4.473224 -0.757001 2.896671 -0.041 0.009 -0.078
C 5.157570 0.394691 3.255550 0.028 0.097 -0.001
C 5.033148 1.546401 2.486705 0.022 0.031 0.093
C 4.235776 1.546253 1.351813 -0.063 -0.005 0.130
N 0.046175 1.531605 0.449015 0.226 2.449 0.587
H -2.381034 0.903435 1.611115 0.099 -0.064 -0.127
H -2.028835 1.733511 3.124201 -0.099 0.121 0.038
H -2.860987 -0.350605 4.809853 -0.002 -0.048 0.006
H -4.403292 -2.134622 5.502911 0.046 -0.015 -0.023
H -4.242651 -4.386946 4.490484 0.009 0.060 -0.031
H -2.552326 -4.837123 2.741089 0.020 0.060 0.010
H -1.012504 -3.057210 2.030067 0.048 0.031 -0.079
H 1.809524 -1.162708 3.975811 -0.009 -0.007 0.003
H 2.939579 -0.711483 6.124348 -0.029 0.003 -0.010
H 1.950372 0.899990 7.722359 -0.028 -0.004 -0.051
H -0.152644 2.068634 7.150040 0.016 -0.024 -0.004
H -1.274610 1.634997 5.020249 0.010 -0.062 0.051
H -0.107622 3.761792 2.883075 0.087 -0.041 -0.129
H 1.917014 4.172830 1.097521 -0.120 -0.062 0.038
H 1.546576 1.936692 -1.919843 -0.146 -0.082 0.057
H 2.898114 2.633969 -1.025486 -0.020 0.218 -0.013
H 5.357878 0.936526 -1.259058 0.004 -0.027 -0.016
H 6.854012 0.032709 -2.993951 -0.042 -0.017 -0.008
H 6.082657 -1.774086 -4.493142 -0.024 0.023 0.033
H 3.809500 -2.717711 -4.228436 -0.019 0.035 0.055
H 2.319692 -1.849093 -2.452618 -0.007 0.040 -0.056
H 3.133365 -1.655740 1.485252 -0.038 -0.036 -0.028
H 4.574232 -1.658442 3.491561 -0.027 0.057 -0.056
H 5.789195 0.398203 4.135945 -0.025 0.009 -0.047
H 5.562303 2.447926 2.771013 -0.007 -0.043 -0.002
H 4.143993 2.453808 0.766384 0.078 -0.022 -0.002
N 0.584299 -0.157985 -4.292682 0.212 0.161 -0.377
C -0.440555 -0.213297 -3.449701 -0.165 -0.151 0.651
O -0.271487 -0.274010 -2.228588 -0.071 0.286 -0.354
C -1.813796 -0.213183 -4.074792 0.016 0.048 -0.038
I -3.234914 0.880355 -2.935172 0.046 0.043 -0.101
H 1.527551 -0.248844 -3.942473 -0.041 -0.106 0.022
H 0.441818 -0.176478 -5.287486 0.019 -0.002 -0.002
H -2.169331 -1.238621 -4.150362 0.032 -0.033 0.075
H -1.798369 0.241522 -5.059469 -0.033 -0.029 -0.065
N -2.453640 -1.328082 -0.090104 -0.209 0.186 0.135
H -2.921716 -1.644839 0.753785 -0.030 -0.047 0.007
H -2.468479 -2.113266 -0.736247 0.107 -0.029 -0.026
H -3.035293 -0.607974 -0.510413 -0.040 -0.079 -0.014
S -0.354602 -3.736958 -3.027073 -0.149 -0.036 -0.480
C 0.012627 -3.175482 -1.566402 0.380 0.242 1.270
N 0.277124 -2.756663 -0.487663 0.150 -1.743 -1.106
```
Forces are in eV/Å.